Record 1
71
Properties=species:S:1:pos:R:3 method="wB97M-V/def2-TZVPD" largest_force_ev_per_a=2.162 total_energy_ev=-88147.585 relative_energy_kj_mol=0.0
C 5.20101 4.93623 2.15921
C 4.38195 5.01740 3.25846
C 3.33524 4.12984 3.39229
N 3.03364 3.24282 2.43724
C 3.76733 3.22826 1.35010
C 4.89151 4.03072 1.17180
H 5.98460 5.67656 2.05658
H 4.51830 5.74468 4.05381
H 2.65516 4.10329 4.23363
H 3.35021 2.59114 0.57430
H 5.44465 3.99135 0.24363
C -5.93005 0.97892 0.78662
C -6.74996 0.51933 -0.21574
C -6.16488 0.13508 -1.40243
N -4.89329 0.25487 -1.69446
C -4.10821 0.64867 -0.68973
C -4.56379 1.02832 0.57359
H -6.26619 1.34163 1.75513
H -7.82374 0.54365 -0.11338
H -6.82477 -0.24709 -2.17504
H -3.06782 0.68713 -1.01102
H -3.85496 1.44845 1.28327
C -0.06822 -0.68535 -2.26730
C 0.01547 0.58550 -1.71121
C 1.13726 0.85844 -0.92754
N 2.06004 -0.01408 -0.54072
C 1.91146 -1.21466 -1.07126
C 0.91437 -1.62100 -1.94643
H -0.94662 -1.02965 -2.81105
H -0.73863 1.34517 -1.85777
H 1.14030 1.81959 -0.41929
H 2.59398 -2.00844 -0.75723
H 0.83238 -2.62328 -2.32615
C -4.47603 -3.56953 -0.23893
C -3.51244 -3.15420 -1.13911
C -2.71625 -4.07826 -1.73242
N -2.80119 -5.37025 -1.45788
C -3.64776 -5.75483 -0.52727
C -4.54004 -4.91520 0.08916
H -5.10318 -2.85061 0.27765
H -3.50145 -2.07976 -1.29016
H -1.97295 -3.82756 -2.47052
H -3.75175 -6.82822 -0.38937
H -5.27727 -5.31667 0.77135
C 3.84712 -6.15727 -3.26865
C 2.50535 -6.45455 -3.06885
C 1.86950 -5.90857 -1.97907
N 2.43901 -5.10411 -1.12013
C 3.74175 -4.83432 -1.28431
C 4.44804 -5.29571 -2.37743
H 4.34606 -6.50423 -4.16597
H 1.99427 -7.12796 -3.74424
H 0.81315 -6.10654 -1.82681
H 4.22443 -4.24925 -0.51049
H 5.48851 -4.99138 -2.45854
Cl -1.40028 1.87451 2.02496
C 0.18923 1.38708 2.67993
C 0.14941 1.31642 4.16067
Cl -0.76062 -0.08856 4.75054
H 0.92463 2.08106 2.28248
H 0.45000 0.41687 2.25778
H -0.28794 2.23633 4.54804
H 1.14937 1.23284 4.58297
Cl 0.72091 4.35924 -0.32566
C 1.05621 5.80332 0.67321
C 1.31044 7.01949 -0.17854
Cl 2.79844 6.83781 -1.13287
H 1.94279 5.56721 1.25718
H 0.19039 5.95365 1.31025
H 1.50670 7.86020 0.47790
H 0.47566 7.17802 -0.84871



Record 2
72
Properties=species:S:1:pos:R:3 method="wB97M-V/def2-TZVPD" multiplicity=2 largest_force_ev_per_a=1.580 total_energy_ev=-63329.255 s2=0.7648 total_charge=+4 relative_energy_kj_mol=620.4
Ir 0.16185 0.09970 0.18844
C 0.18512 0.94300 -2.96600
C 1.24499 -0.15039 -2.99379
C 2.37123 0.20664 -2.09277
C 3.67122 0.30191 -2.56693
C 4.69440 0.66089 -1.70406
C 4.39508 0.94532 -0.37704
C 3.08741 0.83645 0.03674
N 2.10109 0.45960 -0.79585
N -0.91829 0.62938 -2.05307
C -1.77749 1.79808 -1.85561
C -1.09501 2.84428 -1.04680
C -1.49931 4.16871 -1.09244
C -0.85890 5.09743 -0.28768
C 0.21255 4.68569 0.49750
C 0.56980 3.35425 0.48261
N -0.10226 2.44724 -0.24469
C -1.68632 -0.52460 -2.53874
C -1.30953 -1.80348 -1.86748
C -1.67899 -3.01162 -2.43358
C -1.38469 -4.19580 -1.77657
C -0.73461 -4.13767 -0.54880
C -0.39187 -2.90570 -0.03870
N -0.66164 -1.75732 -0.69017
H -0.20854 1.08396 -3.97766
H 0.62629 1.89231 -2.66538
H 1.61237 -0.27208 -4.01043
H 0.83869 -1.11536 -2.68670
H 3.87220 0.09175 -3.60874
H 5.71285 0.73662 -2.06497
H 5.15720 1.25380 0.32526
H 2.81321 1.06556 1.05477
H -2.68601 1.50325 -1.33062
H -2.08598 2.20790 -2.82340
H -2.29972 4.46608 -1.75835
H -1.18165 6.13108 -0.27694
H 0.76355 5.38391 1.11273
H 1.40551 3.00363 1.07160
H -1.55997 -0.64319 -3.61776
H -2.75337 -0.35390 -2.38397
H -2.19324 -3.01804 -3.38649
H -1.66309 -5.14829 -2.21012
H -0.48682 -5.03392 0.00301
H 0.10389 -2.82008 0.91718
S -0.96980 2.63151 3.92857
C 0.65515 2.10496 4.02528
C 0.95957 1.32125 2.96832
N -0.09021 1.14313 2.08561
C -1.16319 1.80081 2.47687
H 1.29860 2.39169 4.84387
H 1.91817 0.86387 2.79221
H -2.08857 1.82208 1.92192
I -0.65566 -1.95183 3.65542
C -2.34494 -1.38167 2.55040
C -3.57660 -1.69890 3.11088
C -4.72582 -1.35245 2.41927
C -4.61325 -0.71767 1.19036
C -3.35054 -0.44124 0.71292
N -2.22444 -0.75599 1.37586
H -3.63283 -2.20048 4.06678
H -5.69781 -1.58511 2.83615
H -5.48735 -0.44442 0.61552
H -3.22507 0.03960 -0.24522
C 3.00321 -3.29487 1.94392
C 2.75082 -2.23531 0.89950
O 1.72236 -1.28425 1.33571
H 3.72518 -4.01505 1.55956
H 2.08879 -3.82794 2.21065
H 3.41900 -2.86568 2.85850
H 2.41630 -2.65386 -0.04937
H 3.67656 -1.68933 0.70782
H 1.82918 -1.12987 2.28516